1.
Density functional theory data (ωB97M-V/def2-TZVPD) for 3 unconnected molecules or ions with the total composition CH8NO3 in a non-equilibrium geometry.

Structure (XYZ):
```
13
Properties=species:S:1:pos:R:3:nbo_charge:R:1
N -2.0519 0.1546 0.5314 -0.907
C -0.7171 -0.5087 0.6943 0.154
O 0.3600 0.2191 0.4187 -0.969
H -2.5399 0.1650 1.4174 0.328
H -1.8435 1.1307 0.3208 0.346
H -0.7286 -0.9412 1.7349 0.049
H -0.8363 -1.4847 0.1590 0.061
H 1.5012 1.3474 -0.4022 0.520
H 1.4536 2.6413 -1.1425 0.444
O 2.0669 2.0724 -0.7022 -0.985
H 1.2841 -0.9821 -0.5916 0.508
H 0.5901 -1.9557 -1.4024 0.448
O 1.4615 -1.8580 -1.0357 -0.997
```

Computed properties:
M, Da: 82.08
Highest occupied orbital energy, eV: -3.46
Energy relative to the best compared isomer or geometry (same formula, charge and spin), kcal per mole: 12.7
E_LUMO, eV: 4.3
Largest force on an atom, hartree/bohr: 0.0357
Net charge: -1
E_tot, eV: -8799.922
Frontier orbital gap, Eh: 0.2868

---

2.
Density functional theory data (ωB97M-V/def2-TZVPD) for a single C9H8Cl2N2O2 molecule in a non-equilibrium geometry.

Structure (XYZ):
```
23
Properties=species:S:1:pos:R:3:nbo_charge:R:1
C 2.7876 -0.8061 0.6634 -0.196
C 1.9841 -0.3880 1.6467 -0.179
C 2.2657 -1.3192 -0.5719 -0.238
C 0.5022 -0.3285 1.4854 0.027
C 0.9378 -1.4543 -0.7586 -0.149
C 0.0052 -1.0858 0.2665 -0.233
C -1.3072 -1.2448 0.1352 0.430
C -2.7620 1.7922 -0.6909 -0.678
C -1.3877 1.4673 -0.2256 0.137
N -2.3771 -1.7914 0.2719 -0.415
N -1.1164 1.3232 1.0355 0.314
O 0.2213 1.0926 1.3338 -0.365
O -1.9348 1.2508 1.9557 -0.501
Cl -0.1004 1.5659 -1.3577 0.054
Cl -3.9516 -1.2549 -0.1284 0.156
H 3.8588 -0.7825 0.7929 0.219
H 2.3681 0.0182 2.5687 0.220
H 2.9580 -1.6097 -1.3459 0.219
H -0.0270 -0.6639 2.3895 0.218
H 0.5345 -1.8660 -1.6709 0.221
H -2.7786 2.7683 -1.1743 0.237
H -3.1051 1.0563 -1.4158 0.240
H -3.4289 1.7996 0.1684 0.263
```

Computed properties:
M, Da: 247.08
Highest occupied orbital energy, eV: -8.24
SMILES: C/C(Cl)=[N+](\[O-])O[C@@H]1C=CC=CC1=C=NCl
Energy relative to the best compared isomer or geometry (same formula, charge and spin), kcal per mole: 90.8
E_LUMO, eV: -0.7
Largest force on an atom, hartree/bohr: 0.0214
E_tot, eV: -41575.954
Frontier orbital gap, Eh: 0.2781

---

3.
Density functional theory data (ωB97M-V/def2-TZVPD) for a molecular structure, C36H50N8O10P2RbS.

Structure (XYZ):
```
108
Properties=species:S:1:pos:R:3:lowdin_charge:R:1
Rb -0.3697 -0.0235 -0.8078 0.794
C -1.2416 -3.7271 -3.4143 -0.139
N -0.0533 -2.9998 -3.0086 -0.060
C 1.0539 -3.7840 -2.5293 -0.147
C 2.1413 -2.8609 -2.0648 -0.304
N 2.1374 -1.5688 -2.2022 0.164
C 3.3370 -1.1407 -1.6496 -0.234
C 3.8522 0.1466 -1.5356 0.004
C 5.1054 0.2922 -0.9685 -0.100
C 5.8343 -0.8162 -0.5145 -0.118
C 5.3279 -2.1015 -0.6053 -0.034
C 4.0702 -2.2370 -1.1789 -0.196
N 3.2772 -3.3339 -1.4591 0.166
C -2.3770 -2.7545 -3.3368 -0.328
N -2.5947 -2.0465 -2.2700 0.167
C -3.6530 -1.2084 -2.5959 -0.223
C -4.2711 -0.2209 -1.8317 -0.001
C -5.2590 0.5260 -2.4419 -0.071
C -5.6375 0.2989 -3.7749 -0.082
C -5.0513 -0.6946 -4.5356 -0.024
C -4.0554 -1.4403 -3.9155 -0.195
N -3.2323 -2.4649 -4.3617 0.170
H -1.4651 -4.5825 -2.7579 0.123
H -1.1242 -4.1117 -4.4332 0.116
H -0.3295 -2.3310 -2.3004 0.046
H 1.4437 -4.4073 -3.3433 0.129
H 0.7893 -4.4687 -1.7041 0.129
H 3.2804 0.9981 -1.8806 0.122
H 5.5330 1.2814 -0.8672 0.101
H 6.8139 -0.6628 -0.0785 0.098
H 5.8905 -2.9550 -0.2482 0.106
H 3.4419 -4.2832 -1.1778 0.158
H -3.9648 -0.0552 -0.8059 0.098
H -5.7375 1.3263 -1.8927 0.108
H -6.3797 0.9407 -4.2303 0.109
H -5.3235 -0.8371 -5.5737 0.112
H -3.1736 -2.8194 -5.2989 0.152
C -0.1789 -1.0895 -5.8153 -0.013
C -1.1235 -0.0467 -5.3283 -0.381
N -1.1072 0.4985 -4.1377 0.179
C -2.1091 1.4495 -4.1498 -0.137
C -2.7442 1.4533 -5.3662 -0.099
N -2.1015 0.4987 -6.0982 0.167
C -3.9214 2.1651 -5.9810 -0.620
O -4.4782 3.0413 -5.2610 -0.010
O -4.2665 1.7509 -7.0956 -0.009
C -2.3639 2.2975 -2.9611 -0.511
O -3.2996 3.2061 -3.0612 0.102
O -1.7114 2.1439 -1.9416 -0.065
H 0.3396 -1.5137 -4.9574 0.057
H 0.5537 -0.6630 -6.5043 0.076
H -0.7040 -1.8894 -6.3451 0.068
H -2.3850 0.2927 -7.0439 0.157
H -3.7862 3.1829 -3.9940 0.053
C 4.5781 -1.6294 3.0029 -0.036
C 3.9022 -0.3902 2.4518 -0.432
C 4.6825 0.8805 2.7026 -0.033
O 2.6132 -0.2262 3.1006 -0.198
P 1.3045 -0.8528 2.4393 0.460
O 1.4530 -1.1444 1.0048 -0.342
C 0.0374 0.3432 2.8671 -0.215
P 0.2510 2.0050 2.2000 0.448
O 0.6071 2.0437 0.7765 -0.340
O 1.3734 2.6971 3.0931 -0.174
C 1.1572 2.9966 4.4890 -0.456
C 0.8985 4.4831 4.6269 -0.037
C 2.3835 2.5323 5.2471 -0.039
O -1.0755 2.7281 2.6512 -0.182
C -2.1160 3.3489 1.8157 -0.391
C -3.0171 2.2959 1.2133 -0.040
C -1.5240 4.3003 0.7962 -0.042
O 0.9966 -2.1903 3.2212 -0.161
C 0.6032 -2.4565 4.5891 -0.418
C 1.3269 -1.5764 5.5925 -0.047
C -0.9049 -2.4081 4.7166 -0.063
H 5.5511 -1.7629 2.5285 0.075
H 3.9737 -2.5162 2.8060 0.084
H 4.7249 -1.5347 4.0815 0.081
H 3.7187 -0.5083 1.3832 0.108
H 4.8708 1.0118 3.7706 0.080
H 4.1237 1.7414 2.3360 0.087
H 5.6403 0.8330 2.1817 0.076
H -0.0793 0.4054 3.9502 0.066
H -0.9041 -0.0535 2.4543 0.036
H 0.2763 2.4488 4.8385 0.130
H 1.7569 5.0447 4.2547 0.089
H 0.7362 4.7432 5.6744 0.084
H 0.0173 4.7678 4.0539 0.074
H 3.2636 3.0718 4.8920 0.087
H 2.5503 1.4672 5.0895 0.061
H 2.2623 2.7250 6.3145 0.085
H -2.6770 3.9153 2.5617 0.137
H -2.5256 1.7207 0.4288 0.041
H -3.8661 2.7997 0.7461 0.097
H -3.3901 1.6091 1.9728 0.080
H -1.0207 3.7600 -0.0020 0.063
H -0.8266 4.9939 1.2705 0.081
H -2.3377 4.8743 0.3499 0.092
H 0.9356 -3.4866 4.7330 0.139
H 1.0143 -0.5335 5.5164 0.064
H 2.4063 -1.6195 5.4534 0.074
H 1.0860 -1.9238 6.5984 0.087
H -1.2978 -1.3950 4.6355 0.060
H -1.2046 -2.8042 5.6886 0.088
H -1.3872 -2.9998 3.9406 0.067
S -4.1387 -1.8684 3.2298 0.394
C -3.0951 -1.3652 2.0581 -1.019
N -2.3369 -0.9931 1.2483 -0.035
```

Computed properties:
M, Da: 934.32
Highest occupied orbital energy, eV: -4.94
Energy relative to the best compared isomer or geometry (same formula, charge and spin), kcal per mole: 6.1
E_LUMO, eV: 1.7
Largest force on an atom, hartree/bohr: 0.0104
Net charge: -1
E_tot, eV: -100621.689
Frontier orbital gap, Eh: 0.2435

---

4.
Density functional theory data (ωB97M-V/def2-TZVPD) for 2 unconnected molecules or ions with the total composition C4H3BN5 in a non-equilibrium geometry.

Structure (XYZ):
```
13
Properties=species:S:1:pos:R:3:nbo_charge:R:1
B 0.3717 2.7562 -1.2164 0.405
C 0.0104 -1.2173 -1.7206 0.172
C 0.0553 1.3022 -1.1889 -0.159
C -0.1508 0.1138 -1.2864 -0.146
C -0.7117 -1.2574 1.2494 0.206
N 0.2899 -2.2110 -2.1986 -0.195
N -2.9814 -1.9523 1.2182 0.316
N 0.3574 -1.0826 1.7340 0.184
N -1.8794 -1.6989 1.2778 0.060
N 1.4565 -0.7113 1.7735 -0.210
H 1.4986 2.9270 -1.3450 -0.034
H -0.3516 3.5377 -0.8607 -0.041
H 2.0350 -0.5061 2.5639 0.443
```

Computed properties:
M, Da: 131.92
Highest occupied orbital energy (alpha / beta), eV: -14.09 / -14.09
Energy relative to the best compared isomer or geometry (same formula, charge and spin), kcal per mole: 19.8
E_LUMO (alpha / beta), eV: -7.4 / -7.4
Largest force on an atom, hartree/bohr: 0.0971
Net charge: +1
E_tot, eV: -12306.761
Frontier orbital gap (alpha / beta), Eh: 0.2455 / 0.2455

---

5.
Density functional theory data (ωB97M-V/def2-TZVPD) for 2 unconnected molecules or ions with the total composition C5H12N2O in a non-equilibrium geometry.

Structure (XYZ):
```
20
Properties=species:S:1:pos:R:3:nbo_charge:R:1
C -1.4502 -0.5337 0.2715 -0.042
O -1.3489 0.4012 1.2767 -0.835
C -2.3567 -1.6809 0.7002 -0.236
N -2.5797 -2.6586 -0.3639 -0.839
H -1.8629 -0.0884 -0.6560 0.117
H -0.4562 -0.9500 -0.0294 0.083
H -1.9321 -2.0878 1.6251 0.158
H -3.2959 -1.2085 0.9766 0.188
H -1.7428 -3.2065 -0.5244 0.340
H -3.2749 -3.3306 -0.0603 0.349
C 1.6346 1.9404 0.2166 -0.184
C 0.2984 1.7829 0.1110 -0.287
C 3.7394 1.3509 -0.8237 -0.038
N 2.4659 1.2779 -0.6948 -0.365
H 2.1337 2.5434 0.9626 0.210
H -0.0935 1.5044 -0.8663 0.178
H -0.4258 1.5316 0.9699 0.352
H 4.2604 0.6719 -1.4837 0.210
H 4.3035 2.0985 -0.2840 0.207
H 1.9838 0.6418 -1.3238 0.435
```

Computed properties:
M, Da: 116.16
Highest occupied orbital energy, eV: -6.94
Energy relative to the best compared isomer or geometry (same formula, charge and spin), kcal per mole: 155.8
E_LUMO, eV: -1.5
Largest force on an atom, hartree/bohr: 0.0205
E_tot, eV: -10401.667
Frontier orbital gap, Eh: 0.2008

---

Copy entry 2 word for word.
Density functional theory data (ωB97M-V/def2-TZVPD) for a single C9H8Cl2N2O2 molecule in a non-equilibrium geometry.

Structure (XYZ):
```
23
Properties=species:S:1:pos:R:3:nbo_charge:R:1
C 2.7876 -0.8061 0.6634 -0.196
C 1.9841 -0.3880 1.6467 -0.179
C 2.2657 -1.3192 -0.5719 -0.238
C 0.5022 -0.3285 1.4854 0.027
C 0.9378 -1.4543 -0.7586 -0.149
C 0.0052 -1.0858 0.2665 -0.233
C -1.3072 -1.2448 0.1352 0.430
C -2.7620 1.7922 -0.6909 -0.678
C -1.3877 1.4673 -0.2256 0.137
N -2.3771 -1.7914 0.2719 -0.415
N -1.1164 1.3232 1.0355 0.314
O 0.2213 1.0926 1.3338 -0.365
O -1.9348 1.2508 1.9557 -0.501
Cl -0.1004 1.5659 -1.3577 0.054
Cl -3.9516 -1.2549 -0.1284 0.156
H 3.8588 -0.7825 0.7929 0.219
H 2.3681 0.0182 2.5687 0.220
H 2.9580 -1.6097 -1.3459 0.219
H -0.0270 -0.6639 2.3895 0.218
H 0.5345 -1.8660 -1.6709 0.221
H -2.7786 2.7683 -1.1743 0.237
H -3.1051 1.0563 -1.4158 0.240
H -3.4289 1.7996 0.1684 0.263
```

Computed properties:
M, Da: 247.08
Highest occupied orbital energy, eV: -8.24
SMILES: C/C(Cl)=[N+](\[O-])O[C@@H]1C=CC=CC1=C=NCl
Energy relative to the best compared isomer or geometry (same formula, charge and spin), kcal per mole: 90.8
E_LUMO, eV: -0.7
Largest force on an atom, hartree/bohr: 0.0214
E_tot, eV: -41575.954
Frontier orbital gap, Eh: 0.2781

---

Among the records above, which one has the highest M?
C36H50N8O10P2RbS